DFT (ωB97M-V/def2-TZVPD) results for C3H3LiO3Sn as an isolated structure in a non-equilibrium geometry.

Output
HOMO (spin up / spin down) ... -11.1 / -13.5 eV
Largest force on an atom ... 1.54 eV/A
Spin multiplicity ... 2
Total energy ... -15328.898 eV
Net charge ... +1
⟨S²⟩ ... 0.753

Cartesian coordinates (Å):
O 0.307414 -1.269627 0.435028
Sn 2.598571 0.381081 -0.289788
C -0.866892 -1.717823 -0.099885
C 0.478021 0.158826 0.077598
O -1.305368 -0.896537 -0.997641
C -0.445079 0.287724 -1.108664
H 0.058757 0.217237 -2.079598
H -1.073495 1.183707 -1.064167
H 0.521929 1.555946 1.486503
Li -0.225755 -0.723382 2.404831
O -0.048104 0.822851 1.235784

Force components x, y, z for each atom (eV/Å):
-0.588 0.910 -0.111
1.516 0.099 -0.243
-0.536 -0.805 -0.333
-0.540 0.088 -0.430
0.455 -0.198 0.891
0.029 0.280 -0.151
-0.104 0.029 0.271
0.110 -0.256 -0.013
0.096 0.199 0.014
-0.112 -0.133 -0.262
-0.325 -0.214 0.366

---

DFT (ωB97M-V/def2-TZVPD) results for C3H3LuMgO4 as an isolated structure in a non-equilibrium geometry.

Output
HOMO (spin up / spin down) ... -7.4 / -7.4 eV
Largest force on an atom ... 4.40 eV/A
Total energy ... -50411.423 eV
Relative energy (zero: lowest compared OMol25 entry of this formula, charge and spin) ... 0.245 eV

Cartesian coordinates (Å):
O -2.636520 0.946035 -0.221556
C -2.748830 -0.288346 0.112876
O -3.523606 -0.698502 0.975112
Lu -1.038442 2.436739 -0.570687
O 0.455420 0.620760 -0.860804
C 0.622591 -0.616958 -0.484080
C 1.983221 -0.784244 0.187501
O 2.657937 0.353283 0.590192
Mg 1.841358 2.011370 0.086115
H 2.570844 -1.387509 -0.544722
H 1.794655 -1.492030 1.028227
H -1.978629 -1.100597 -0.298174

Force components x, y, z for each atom (eV/Å):
1.946 3.072 -1.070
0.226 -3.911 2.004
0.641 0.689 -1.269
-0.885 -3.256 -0.104
-0.920 1.709 0.579
0.364 -0.020 -0.434
-0.220 -0.151 0.234
-0.046 0.913 -0.128
0.372 -1.453 0.238
-0.291 0.125 0.077
0.092 0.353 -0.253
-1.278 1.931 0.126

---

DFT (ωB97M-V/def2-TZVPD) results for one molecule with the formula C3H3N in a non-equilibrium geometry.

Output
HOMO ... -8.4 eV
Largest force on an atom ... 3.34 eV/A
Total energy ... -4644.693 eV
Relative energy (zero: lowest compared OMol25 entry of this formula, charge and spin) ... 3.831 eV

Cartesian coordinates (Å):
C 0.720313 0.431589 -0.000875
C 0.623995 1.578880 -0.774945
C -0.192146 -0.429109 0.397725
N -0.979211 -1.247106 0.703462
H 1.618386 0.177122 0.517545
H -0.435598 1.515774 -1.163178
H -1.355740 -2.027150 0.320266

Force components x, y, z for each atom (eV/Å):
1.743 0.894 0.861
-1.328 -0.113 -0.825
-1.600 -1.345 -1.041
0.712 2.703 1.837
1.173 0.053 0.279
0.460 0.510 0.140
-1.160 -2.702 -1.250

---

DFT (ωB97M-V/def2-TZVPD) results for an isolated ion of composition C3H3N2 and charge +1 in a non-equilibrium geometry.

Output
SMILES string ... C[N+]#CC#N
HOMO (spin up / spin down) ... -17.6 / -17.6 eV
Largest force on an atom ... 15.64 eV/A
Total energy ... -6127.645 eV
Relative energy (zero: lowest compared OMol25 entry of this formula, charge and spin) ... 1.933 eV
Net charge ... +1

Cartesian coordinates (Å):
C 1.487393 0.012755 -0.028204
N 0.173256 0.310828 0.110265
C -1.118318 0.043018 0.063907
C -2.481242 0.038668 0.038396
N -3.627134 -0.124671 -0.040500
H 2.299059 0.717959 0.271419
H 1.626387 -0.734730 0.681353
H 1.640596 -0.263830 -1.096637

Force components x, y, z for each atom (eV/Å):
2.959 0.346 -1.637
-15.576 -1.423 -0.219
13.199 3.039 0.485
-0.778 -0.351 -0.082
0.703 0.242 0.096
-1.313 0.516 -0.292
0.629 -2.180 0.862
0.178 -0.189 0.787

---

DFT (ωB97M-V/def2-TZVPD) results for an isolated ion of composition C3H3N2 and charge +1 in a non-equilibrium geometry.

Output
SMILES string ... c1[nH]c[nH+]c#1
HOMO (spin up / spin down) ... -15.8 / -16.0 eV
Largest force on an atom ... 4.62 eV/A
Total energy ... -6126.073 eV
Relative energy (zero: lowest compared OMol25 entry of this formula, charge and spin) ... 3.506 eV
Net charge ... +1

Cartesian coordinates (Å):
C -1.329562 -0.692164 0.092998
N -0.074310 -1.082143 -0.043083
C 0.732420 -0.025555 0.021677
N -0.006462 1.082363 -0.005037
C -1.408085 0.627882 -0.072770
H 0.136032 -2.052026 -0.195251
H 1.757946 0.075344 0.063672
H 0.192019 2.066296 0.137792

Force components x, y, z for each atom (eV/Å):
-2.089 4.067 -0.670
0.912 -1.697 -0.195
-1.168 1.471 -0.537
-4.157 -0.730 0.617
2.728 -1.955 0.658
0.924 -0.329 0.333
2.164 -0.615 0.018
0.687 -0.211 -0.224

---

DFT (ωB97M-V/def2-TZVPD) results for an isolated ion of composition C3H3N2O2 and charge -1 in a non-equilibrium geometry.

Output
SMILES string ... O=C1N[N-][C@H]2O[C@@H]12
HOMO ... -2.1 eV
Largest force on an atom ... 3.66 eV/A
Total energy ... -10232.500 eV
Relative energy (zero: lowest compared OMol25 entry of this formula, charge and spin) ... 3.527 eV
Net charge ... -1

Cartesian coordinates (Å):
O 1.014362 0.493427 2.582046
C 0.493769 0.236626 1.466152
N -0.546045 -0.593280 1.344198
N -1.152390 -0.775066 0.102614
C -0.556596 0.068193 -0.725592
O -0.402078 1.615927 -0.521789
C 0.628414 0.736514 -0.216342
H -0.780661 -1.325907 1.999034
H -0.633943 -0.035511 -1.764701
H 1.610584 0.999375 -0.600673

Force components x, y, z for each atom (eV/Å):
0.294 -0.007 -1.885
0.052 0.460 -0.541
0.124 -0.454 -0.161
-1.450 -0.497 -0.286
1.634 -0.733 -0.085
-0.824 1.213 0.299
0.441 0.200 3.629
0.113 0.614 0.307
-0.535 -0.448 -1.306
0.151 -0.348 0.029

---

DFT (ωB97M-V/def2-TZVPD) results for an isolated ion of composition C3H3N2O4P and charge -2 in a non-equilibrium geometry.

Output
SMILES string ... O=[P@]([O-])(O)n1ccnc1[O-]
HOMO ... 0.7 eV
Largest force on an atom ... 4.82 eV/A
Total energy ... -23621.444 eV
Relative energy (zero: lowest compared OMol25 entry of this formula, charge and spin) ... 0.000 eV
Net charge ... -2

Cartesian coordinates (Å):
O 1.684547 -0.926721 -1.888199
P 0.656742 -1.407753 -0.873459
O 1.114228 -2.512360 0.006581
O -0.764411 -1.771738 -1.543160
N 0.036585 -0.158016 0.186889
C 0.542248 0.430149 1.301092
C -0.044457 1.696594 1.432841
N -0.871674 1.951029 0.374757
C -0.753623 0.801357 -0.424853
O -1.580516 0.663329 -1.408008
H -1.234613 -0.967545 -1.563358
H 1.200603 -0.123374 2.068404
H 0.014341 2.325048 2.330472

Force components x, y, z for each atom (eV/Å):
-1.446 0.212 0.910
1.727 -0.760 -0.693
-0.068 -0.549 0.605
1.928 -2.769 0.160
-0.091 0.439 -2.438
1.403 0.809 3.570
0.616 -1.844 -0.033
0.956 -1.366 -0.604
-3.600 3.047 0.982
1.585 -0.818 0.314
-1.967 2.804 -0.614
-1.158 0.873 -1.646
0.115 -0.078 -0.513

---

DFT (ωB97M-V/def2-TZVPD) results for a 2-piece molecular cluster, C3H3N2O4S overall in a non-equilibrium geometry.

Output
HOMO (spin up / spin down) ... -4.7 / -2.8 eV
Largest force on an atom ... 4.88 eV/A
Total energy ... -25162.147 eV
Relative energy (zero: lowest compared OMol25 entry of this formula, charge and spin) ... 4.338 eV
Net charge ... -1

Cartesian coordinates (Å):
C -0.152911 0.813458 -0.122738
C 1.031043 1.004901 0.735356
C 1.194371 -0.916637 -0.528332
N -0.017887 -0.375715 -0.895413
N 1.802927 -0.112084 0.393691
O -1.117255 1.607543 -0.199098
O 1.526213 -2.065398 -0.853027
O 2.943198 -0.411258 1.023362
O -2.992180 -0.078857 -0.752109
S -2.793500 -1.141645 0.559678
H -0.673401 -0.987338 -1.219342
H 2.960058 0.292440 1.688404
H -2.447088 0.740472 -0.672847

Force components x, y, z for each atom (eV/Å):
0.559 0.836 0.796
0.038 -0.854 -0.726
0.461 -3.329 0.110
3.205 3.148 1.915
-3.567 2.101 -1.402
-0.258 -0.390 -0.332
0.391 0.711 -0.063
1.461 -0.671 0.526
-0.808 -2.298 1.175
-0.323 1.767 -1.802
-2.150 -1.502 -1.111
0.027 0.120 0.100
0.965 0.360 0.812

---

What did the sixth record say?
DFT (ωB97M-V/def2-TZVPD) results for an isolated ion of composition C3H3N2O2 and charge -1 in a non-equilibrium geometry.

Output
SMILES string ... O=C1N[N-][C@H]2O[C@@H]12
HOMO ... -2.1 eV
Largest force on an atom ... 3.66 eV/A
Total energy ... -10232.500 eV
Relative energy (zero: lowest compared OMol25 entry of this formula, charge and spin) ... 3.527 eV
Net charge ... -1

Cartesian coordinates (Å):
O 1.014362 0.493427 2.582046
C 0.493769 0.236626 1.466152
N -0.546045 -0.593280 1.344198
N -1.152390 -0.775066 0.102614
C -0.556596 0.068193 -0.725592
O -0.402078 1.615927 -0.521789
C 0.628414 0.736514 -0.216342
H -0.780661 -1.325907 1.999034
H -0.633943 -0.035511 -1.764701
H 1.610584 0.999375 -0.600673

Force components x, y, z for each atom (eV/Å):
0.294 -0.007 -1.885
0.052 0.460 -0.541
0.124 -0.454 -0.161
-1.450 -0.497 -0.286
1.634 -0.733 -0.085
-0.824 1.213 0.299
0.441 0.200 3.629
0.113 0.614 0.307
-0.535 -0.448 -1.306
0.151 -0.348 0.029